No. 1
The following is a quantum chemistry calculation of a 2-piece molecular cluster, C19H33FN4O8P overall, from the Open Molecules 2025 dataset.

Last column: Löwdin charge in e.
Atoms and positions in Å:
C1 3.96237 -1.41420 2.57980  -0.091
C2 3.86416 -1.32301 1.05983  -0.208
C3 2.45625 -1.04501 0.54693  -0.185
O1 1.70345 -0.30808 1.52568  -0.124
C4 0.39774 -0.12084 1.11706  -0.131
N1 -0.00929 1.27702 1.41505  0.161
C5 -0.88258 2.14164 0.82960  -0.222
N2 -1.67433 1.94880 -0.24382  0.042
C6 -2.55771 3.06936 -0.57545  -0.163
O2 -3.58891 3.22009 0.35933  -0.099
O3 -4.76868 2.58270 -0.13448  0.007
C7 -1.74985 0.73585 -1.02317  -0.162
O4 -2.16090 -0.31656 -0.18672  -0.065
C8 -2.11648 -1.58737 -0.80030  -0.252
O5 -3.38524 -2.12663 -0.68666  -0.079
C9 -3.44976 -3.54676 -0.75611  -0.173
C10 -4.61339 -3.98323 -1.65039  -0.229
O6 -4.83806 -3.13784 -2.75679  -0.045
N3 -0.88895 3.32184 1.47952  0.199
C11 -0.03721 3.19585 2.48025  -0.305
P1 0.32723 4.50044 3.72170  0.761
O7 -0.79331 4.72657 4.64328  -0.382
N4 0.50659 1.98196 2.48966  -0.051
O8 1.36488 1.47819 3.39254  -0.041
C12 0.68083 0.98229 4.58638  -0.170
C13 -0.06840 -0.30673 4.36584  -0.048
H1 3.65566 -0.48026 3.04593  0.064
H2 3.34608 -2.22049 2.97773  0.079
H3 4.99564 -1.59957 2.86755  0.079
H4 4.21133 -2.25137 0.60773  0.114
H5 4.52155 -0.52428 0.71558  0.112
H6 2.48940 -0.43583 -0.36202  0.117
H7 1.92815 -1.97744 0.32090  0.132
H8 0.30886 -0.24688 0.04426  0.114
H9 -0.30266 -0.79491 1.60968  0.135
H10 -2.97293 2.86766 -1.55859  0.137
H11 -1.99482 3.99766 -0.60860  0.138
H12 -5.16485 3.27650 -0.68335  0.110
H13 -0.79990 0.50655 -1.51655  0.124
H14 -2.48759 0.90796 -1.80776  0.149
H15 -1.36974 -2.21147 -0.28754  0.135
H16 -1.82144 -1.48903 -1.85506  0.135
H17 -2.51496 -3.96206 -1.14628  0.122
H18 -3.60842 -3.92447 0.25674  0.129
H19 -5.53887 -3.99795 -1.07972  0.124
H20 -4.40302 -5.00390 -1.98686  0.121
H21 -4.03042 -3.06950 -3.27437  0.087
H22 0.71995 5.55476 2.88712  0.030
H23 1.51089 4.00286 4.28341  0.027
H24 0.04650 1.76978 5.00071  0.118
H25 1.50718 0.83402 5.27742  0.136
H26 -0.43932 -0.65558 5.32775  0.097
H27 0.61084 -1.06446 3.97566  0.083
H28 -0.91189 -0.17904 3.68726  0.079
F1 0.53504 -1.08291 -2.95518  0.018
C14 1.56130 -0.68782 -3.76475  -0.280
C15 1.27366 0.05715 -4.88750  -0.017
C16 2.33211 0.45974 -5.69120  -0.070
C17 3.63697 0.11573 -5.36457  -0.080
C18 3.89313 -0.63587 -4.22591  -0.070
C19 2.84536 -1.04503 -3.41383  -0.027
H29 0.24934 0.30896 -5.12672  0.118
H30 2.13286 1.04578 -6.57803  0.111
H31 4.45335 0.43267 -5.99847  0.108
H32 4.90783 -0.90822 -3.96939  0.110
H33 3.00739 -1.63576 -2.52173  0.108

## Properties
Molecular weight ... 495.47 Da
Total energy ... -2005.46731 Eh
Gap between HOMO and LUMO ... 8.7 eV
Total charge ... +1
E_HOMO ... -11.8 eV

---

No. 2
The following is a quantum chemistry calculation of a 2-piece molecular cluster, C3H9N4 overall, from the Open Molecules 2025 dataset.

Last column: Löwdin charge in e.
Atoms and positions in Å:
C1 1.93066 -1.04363 -0.18845  -0.314
C2 1.92083 1.36967 -0.37423  0.032
C3 -2.08701 0.43771 0.28935  -0.216
N1 0.85942 -1.39209 0.43154  0.035
N2 -0.91842 0.56159 0.82961  0.148
N3 2.34107 0.20635 -0.20646  0.024
N4 -2.38416 -0.36505 -0.72077  0.160
H1 2.74644 -1.81242 -0.60886  0.175
H2 2.54134 2.01595 0.20533  0.091
H3 1.03848 1.57468 -1.04965  0.113
H4 -2.98651 0.95234 0.82902  0.190
H5 0.85616 -2.40896 0.74669  0.112
H6 -0.12924 -0.13854 0.54624  0.046
H7 -0.78992 1.06382 1.67932  0.124
H8 -1.60739 -0.73421 -1.25341  0.122
H9 -3.33175 -0.28721 -1.15530  0.158

## Properties
Molecular weight ... 101.13 Da
Total energy ... -338.44242 Eh
Energy relative to the best compared isomer or geometry (same formula, charge and spin) ... 2.134 eV
Gap between HOMO and LUMO ... 10.0 eV
Total charge ... +1
E_HOMO ... -13.4 eV

---

No. 3
The following is a quantum chemistry calculation of a 2-piece molecular cluster, C4H4N2 overall, from the Open Molecules 2025 dataset.

Last column: Löwdin charge in e.
Atoms and positions in Å:
C1 0.70452 -0.82591 -0.54605  -0.174
C2 -0.35548 -1.03885 -1.19679  0.017
N1 -2.05876 0.04202 -0.33855  0.018
N2 -1.89867 0.58655 0.63872  0.017
C3 0.15749 1.07153 1.20679  0.016
C4 0.99554 0.55036 0.42066  -0.173
H1 1.64048 -1.38831 -0.46672  0.090
H2 -1.01749 -1.51178 -1.90356  0.049
H3 -0.20735 1.72040 1.98569  0.049
H4 2.03972 0.79398 0.19980  0.090

## Properties
Molecular weight ... 80.09 Da
Total energy ... -264.10983 Eh
Energy relative to the best compared isomer or geometry (same formula, charge and spin) ... 5.894 eV
Gap between HOMO and LUMO (alpha / beta) ... 7.9 / 7.9 eV
E_HOMO (alpha / beta) ... -7.8 / -7.8 eV

---

No. 4
The following is a quantum chemistry calculation of C44H59IN3O2SSi3Tc as an isolated structure, from the Open Molecules 2025 dataset.

Last column: Mulliken spin population.
Atoms and positions in Å:
Tc1 -0.47595 0.61512 0.86885  3.131
C1 1.69798 4.38958 1.01219  0.009
O1 0.80891 3.35624 0.62091  -0.057
Si1 -0.54466 3.56709 -0.36790  -0.014
C2 -0.08779 3.31709 -2.17829  0.008
C3 -0.97577 5.39102 -0.32645  0.003
C4 -1.73087 2.27721 0.34167  -0.134
Si2 -2.72917 3.22443 1.69474  0.039
C5 -3.97911 4.37524 0.87460  0.003
C6 -1.63870 4.28749 2.81853  0.028
C7 -3.82696 2.24634 2.86422  0.008
Si3 -2.90178 1.70342 -1.05386  -0.054
C8 -3.53386 3.13802 -2.11239  -0.005
C9 -4.46704 0.86043 -0.46960  0.012
C10 -2.00201 0.50446 -2.21829  0.042
H1 1.17539 5.33320 1.16953  0.001
H2 2.47881 4.53902 0.25962  0.001
H3 2.17092 4.10119 1.95130  -0.003
H4 0.80968 3.90203 -2.39574  0.001
H5 -0.87794 3.71839 -2.81254  0.000
H6 0.08279 2.28891 -2.48867  0.001
H7 -0.07967 5.93640 -0.63548  0.000
H8 -1.30693 5.79254 0.62618  0.000
H9 -1.74011 5.61370 -1.07190  -0.002
H10 -3.60102 4.99234 0.06534  0.000
H11 -4.35244 5.04488 1.65386  -0.002
H12 -4.83994 3.81953 0.50033  0.000
H13 -0.58218 4.28705 2.56209  -0.011
H14 -1.71817 3.92942 3.84555  -0.003
H15 -1.99308 5.32000 2.80738  0.003
H16 -4.45951 1.50279 2.38354  -0.001
H17 -4.48579 2.99861 3.30864  0.002
H18 -3.28088 1.78268 3.68467  0.001
H19 -4.52242 3.44066 -1.76935  -0.001
H20 -3.64137 2.78374 -3.14086  -0.001
H21 -2.91661 4.03217 -2.14155  0.001
H22 -5.09723 1.53381 0.11221  -0.001
H23 -4.30157 -0.04206 0.11276  -0.003
H24 -5.03384 0.58468 -1.36400  0.001
H25 -1.92964 0.95283 -3.21113  -0.001
H26 -2.57781 -0.41871 -2.31581  0.006
H27 -0.98477 0.22425 -1.93778  -0.003
C11 -0.54845 -5.16457 0.83737  -0.001
C12 -0.22757 -5.26771 -0.62798  -0.001
C13 -0.69679 -6.35327 -1.36637  0.000
C14 -0.41703 -6.48873 -2.71507  0.000
C15 0.34377 -5.52900 -3.36898  0.000
C16 0.81116 -4.43724 -2.65967  -0.002
C17 0.52955 -4.30924 -1.30391  0.001
N1 1.04457 -3.17196 -0.60212  0.005
C18 0.26580 -2.18119 -0.10909  -0.075
N2 -0.97032 -2.02050 -0.68547  0.069
C19 -2.07366 -1.75457 0.16818  -0.148
C20 -1.96604 -0.76899 1.15319  0.058
C21 -2.92653 -0.76180 2.16762  0.013
C22 -4.01698 -1.60968 2.11527  -0.011
C23 -4.18709 -2.45527 1.02609  0.046
C24 -3.22129 -2.54769 0.03706  -0.038
C25 -3.39288 -3.48211 -1.13016  -0.002
N3 0.61130 -1.37905 0.85122  -0.068
C26 1.79314 -1.71500 1.58724  0.028
C27 3.03901 -1.57676 0.97636  -0.014
C28 4.19978 -1.93419 1.63861  0.000
C29 4.11782 -2.41231 2.93830  0.002
C30 2.87939 -2.55830 3.53909  -0.004
C31 1.69341 -2.23809 2.87877  0.004
C32 0.37959 -2.53321 3.54833  0.015
H28 -0.21697 -6.06354 1.35843  0.000
H29 -1.62474 -5.07253 0.99795  0.000
H30 -0.06894 -4.31205 1.31304  -0.001
H31 -1.28667 -7.10881 -0.86191  0.000
H32 -0.78919 -7.34697 -3.25761  0.000
H33 0.56782 -5.63009 -4.42159  0.000
H34 1.39896 -3.66868 -3.14550  0.000
H35 1.99594 -3.20554 -0.26485  0.000
H36 -1.15710 -2.65069 -1.45245  -0.011
H37 -2.82410 -0.08678 2.99721  0.027
H38 -4.75320 -1.58644 2.90745  0.000
H39 -5.07204 -3.07504 0.95386  0.001
H40 -4.40468 -3.88207 -1.14467  -0.001
H41 -2.70284 -4.32838 -1.09481  0.000
H42 -3.23758 -2.97156 -2.08465  0.000
H43 3.08400 -1.18105 -0.03045  0.000
H44 5.15797 -1.82606 1.14898  0.000
H45 5.01456 -2.68632 3.47745  0.000
H46 2.81835 -2.95653 4.54474  0.000
H47 0.33820 -2.07480 4.53606  -0.009
H48 0.26675 -3.61109 3.68680  0.000
H49 -0.47019 -2.17155 2.97396  0.000
I1 -0.13276 1.10342 3.38011  -0.018
O2 1.17424 0.80071 -0.61393  0.112
S1 2.32750 1.72007 -1.02207  0.015
C33 3.64058 1.42624 0.16079  0.000
C34 4.94773 1.17589 -0.23193  -0.001
C35 5.93321 1.07272 0.74096  0.000
C36 5.61179 1.21288 2.08254  0.002
C37 4.29844 1.45343 2.46187  0.005
C38 3.30875 1.56813 1.50169  0.027
C39 2.97367 0.92806 -2.47416  0.005
C40 3.66423 1.72115 -3.37921  -0.002
C41 4.17654 1.13959 -4.52943  0.000
C42 3.97226 -0.21154 -4.77131  0.000
C43 3.25253 -0.98551 -3.87041  0.001
C44 2.74502 -0.41911 -2.71172  -0.005
H50 5.20518 1.05850 -1.27536  0.000
H51 6.95526 0.87936 0.44367  0.000
H52 6.38503 1.12795 2.83395  0.000
H53 4.03818 1.54597 3.50788  0.001
H54 2.28647 1.75298 1.79753  -0.027
H55 3.79857 2.77954 -3.18985  0.000
H56 4.72159 1.74358 -5.24168  0.000
H57 4.36505 -0.66016 -5.67346  0.000
H58 3.08295 -2.03410 -4.07618  0.000
H59 2.16210 -1.00002 -2.00870  0.001

## Properties
Molecular weight ... 1003.20 Da
Total energy ... -3671.91572 Eh
Energy relative to the best compared isomer or geometry (same formula, charge and spin) ... 0.000 eV
Multiplicity ... 4
Gap between HOMO and LUMO (alpha / beta) ... 7.1 / 7.6 eV
Total charge ... +1
E_HOMO (alpha / beta) ... -10.8 / -11.0 eV